(1)
This record from the OMol25 dataset describes a structure of composition C9H12BO4 at a distorted geometry. The level of theory is wB97M-V/def2-TZVPD.

Values from the calculation:
- HOMO energy: -3.75 eV
- Net charge: -1
- HOMO-LUMO gap: 0.238 Eh
- Energy relative to the best compared isomer or geometry (same formula, charge and spin): 5.082 eV
- F_max: 4.06 eV/Å

```
26
Properties=species:S:1:pos:R:3:nbo_charge:R:1
B 0.33374 0.11814 0.47812 0.867
C 0.09928 1.10326 -1.32392 -0.491
C 0.67705 0.83041 -2.54848 0.368
C 0.37890 1.95163 -3.56127 0.483
C -0.46917 2.47683 -1.43135 0.758
C -0.91281 0.54864 1.36602 -0.859
C 1.23527 -0.95964 1.26465 -0.827
C -0.68628 -0.11051 2.77519 -0.397
C 0.68132 -0.86682 2.70111 -0.400
C -0.75971 1.47180 -4.60105 -0.681
O -0.89751 3.17040 -0.51613 -0.677
O 1.42395 2.51290 -4.02430 -0.827
O -0.47557 2.83258 -2.71789 -0.535
O 1.47130 -0.22383 -2.86404 -0.653
H -1.20088 1.62527 1.47378 0.291
H -1.74018 0.06113 0.79841 0.256
H 1.24632 -1.95747 0.88061 0.237
H 2.36063 -0.67494 1.43294 0.244
H -0.85189 0.61901 3.59358 0.206
H -1.52536 -0.90299 2.96183 0.177
H 0.57432 -1.78321 3.10846 0.197
H 1.41528 -0.20971 3.15053 0.195
H -0.57671 1.94423 -5.63352 0.207
H -1.76753 1.84112 -4.28289 0.202
H -0.93219 0.36706 -4.71514 0.185
H 1.56634 -0.67942 -1.95881 0.473
```



(2)
This record from the OMol25 dataset describes an isolated molecule of H4P2S6 at a distorted geometry. The level of theory is wB97M-V/def2-TZVPD.

Values from the calculation:
- HOMO energy (spin up / spin down): -8.94 / -8.94 eV
- HOMO-LUMO gap (spin up / spin down): 0.229 / 0.229 Eh
- Energy relative to the best compared isomer or geometry (same formula, charge and spin): 0.854 eV
- F_max: 3.84 eV/Å

```
12
Properties=species:S:1:pos:R:3:nbo_charge:R:1
P 0.69427 -0.66305 1.22064 0.633
P -0.08034 0.63390 -0.69475 0.520
S 2.64605 -0.55824 1.20119 -0.409
S -2.10058 0.52924 -2.39083 -0.230
S 0.03347 -2.53204 0.34821 -0.291
S -0.49521 0.02887 2.68312 -0.460
S 1.60308 0.94746 -1.76861 -0.143
S -0.48427 2.44970 0.15342 -0.268
H -0.06046 -3.37038 1.36732 0.172
H -3.03021 1.00465 -1.66446 0.119
H 1.64510 -0.34989 -1.92219 0.148
H -0.37091 1.87980 1.46693 0.209
```



(3)
This record from the OMol25 dataset describes a cluster of 2 separate species, H2N2O2 in total at a distorted geometry. The level of theory is wB97M-V/def2-TZVPD.

Values from the calculation:
- HOMO energy (spin up / spin down): -11.48 / -9.60 eV
- HOMO-LUMO gap (spin up / spin down): 0.396 / 0.320 Eh
- Energy relative to the best compared isomer or geometry (same formula, charge and spin): 3.785 eV
- F_max: 2.95 eV/Å

```
6
Properties=species:S:1:pos:R:3:nbo_charge:R:1
N 0.20556 0.01625 -0.50518 -0.602
N -1.24212 2.55625 -0.01966 0.551
O -0.53451 3.28160 0.55816 -0.272
O -2.34944 2.43276 -0.36464 -0.268
H 0.85572 0.05097 0.27795 0.295
H -0.39699 -0.78894 -0.35808 0.296
```



(4)
This record from the OMol25 dataset describes a cluster of 2 separate species, CH5NOS2 in total at a distorted geometry. The level of theory is wB97M-V/def2-TZVPD.

Values from the calculation:
- Expectation value of S²: 0.755
- HOMO energy (spin up / spin down): -13.06 / -13.04 eV
- Net charge: +1
- HOMO-LUMO gap (spin up / spin down): 0.265 / 0.119 Eh
- Energy relative to the best compared isomer or geometry (same formula, charge and spin): 1.181 eV
- Multiplicity: 2
- F_max: 1.60 eV/Å

```
10
Properties=species:S:1:pos:R:3:nbo_charge:R:1
S -2.17997 -2.40308 -1.91858 0.282
S -2.07886 -0.34803 -1.93285 0.310
H -2.49931 -2.51345 -0.61865 0.190
H -0.74143 -0.13832 -2.09236 0.214
C 1.69890 0.72409 0.64603 0.515
N 0.81814 1.12218 1.58704 -0.818
O 1.93073 1.30200 -0.39321 -0.605
H 2.20550 -0.21146 0.94215 0.109
H 0.21814 1.90589 1.38286 0.400
H 0.62816 0.56018 2.39757 0.402
```



(5)
This record from the OMol25 dataset describes an isolated molecule of C3H4N2S3 at a distorted geometry. The level of theory is wB97M-V/def2-TZVPD.

Values from the calculation:
- HOMO energy: -8.74 eV
- HOMO-LUMO gap: 0.307 Eh
- Energy relative to the best compared isomer or geometry (same formula, charge and spin): 3.428 eV
- F_max: 5.63 eV/Å

```
12
Properties=species:S:1:pos:R:3:nbo_charge:R:1
S 3.13710 0.68045 -0.88265 -0.046
C 1.66270 0.06314 -0.44981 -0.139
S 1.39237 -1.56718 0.09328 0.096
N 0.45472 0.86620 -0.56655 -0.439
N -0.81788 0.58597 -0.34829 -0.223
C -1.64490 0.31024 0.83531 -0.291
C -1.61530 -0.41381 -0.46793 0.063
S -2.33674 -1.59782 -1.23933 0.002
H 2.58686 -1.79851 0.54564 0.158
H 0.64260 1.92808 -0.31164 0.415
H -2.38395 1.03952 1.08751 0.205
H -1.07759 -0.09630 1.70446 0.201
```



(6)
This record from the OMol25 dataset describes a cluster of 11 separate species, C45H57BrF6N3O33 in total at a distorted geometry. The level of theory is wB97M-V/def2-TZVPD.

Values from the calculation:
- HOMO energy: -11.88 eV
- Net charge: +1
- HOMO-LUMO gap: 0.246 Eh
- Energy relative to the best compared isomer or geometry (same formula, charge and spin): 15.940 eV
- F_max: 10.09 eV/Å

```
145
Properties=species:S:1:pos:R:3:mulliken_charge:R:1
C -6.32696 1.16742 0.81274 -0.916
C -4.74913 1.27211 1.25562 -0.054
C -3.71673 0.37141 0.34366 -0.477
N -2.77921 -0.37250 1.26791 0.191
C -3.11870 -1.87849 1.31784 -0.387
C -4.70733 -2.20256 1.49265 0.067
C -4.95795 -3.86108 1.51071 0.437
C -6.43778 -4.54078 1.67721 -0.310
O -6.67187 -5.17645 2.85927 -0.509
C -7.67674 -4.49495 0.60826 0.963
F -7.93403 -3.09685 0.17652 -0.262
F -7.26793 -5.25392 -0.61946 -0.304
C -9.07129 -5.19483 1.13104 0.500
F -8.89971 -6.64482 1.52011 -0.257
F -9.97692 -5.24325 -0.07776 -0.281
C -9.89207 -4.32057 2.25929 0.853
F -10.89168 -3.49181 1.49576 -0.251
F -9.05554 -3.38121 3.04301 -0.240
C -10.74357 -5.23294 3.32563 0.100
O -11.48428 -6.32687 2.99485 -0.416
O -10.78737 -4.86772 4.77602 -0.422
C -3.52363 -4.62884 1.34592 -0.507
N -2.13843 -4.13634 1.23381 -0.862
N -1.94744 -2.79113 1.22144 1.393
C -0.48295 -2.31499 1.10175 0.077
Br 0.13500 -2.25971 -0.84079 -0.048
C 0.49359 -3.31693 2.01883 -0.045
C 1.39114 -4.35281 1.11917 -1.009
H -6.71826 2.26258 0.54814 0.290
H -6.93971 0.85637 1.78835 0.232
H -6.53105 0.39133 -0.04209 0.239
H -4.69428 1.05504 2.41034 0.269
H -4.44001 2.41778 1.13074 0.018
H -3.03921 1.15749 -0.24678 0.249
H -4.23089 -0.28381 -0.47858 0.243
H -2.78861 0.00925 2.24843 0.269
H -5.58542 -1.41986 1.56604 0.230
H -9.88799 -5.03855 5.18951 0.350
H -3.62246 -5.82090 1.31311 0.385
H -0.31074 -1.24280 1.53523 -0.110
H -0.11308 -3.83899 2.90112 0.091
H 1.27311 -2.60451 2.57576 0.369
H 1.77899 -5.19489 1.87010 0.363
H 2.37071 -3.79378 0.75810 0.253
H 0.81216 -4.90206 0.26360 0.253
C -0.03159 3.56011 1.24498 -0.236
C 1.23097 3.01454 1.82919 0.291
O 0.77067 2.16381 2.86191 -0.358
C -0.50566 1.80253 2.53922 0.570
O -1.14560 0.94194 3.12019 -0.642
O -0.97161 2.52891 1.48152 -0.227
H 0.05898 3.76403 0.17454 0.432
H -0.36897 4.46938 1.75340 0.019
H 1.80200 2.41938 1.10877 -0.086
H 1.87633 3.79986 2.23223 0.178
C 5.90104 2.98509 -0.09325 0.209
C 5.72923 1.54288 0.25819 -0.399
O 4.32763 1.40622 0.39588 -0.275
C 3.75738 2.40697 -0.33691 0.740
O 2.56492 2.48919 -0.57974 -0.659
O 4.69539 3.30253 -0.76303 -0.296
H 6.76270 3.15520 -0.74458 0.285
H 5.99225 3.62329 0.79189 -0.170
H 6.07325 0.87460 -0.53827 0.290
H 6.23814 1.27793 1.18903 0.313
C -4.35647 -2.84956 5.15465 0.149
C -4.15341 -3.70152 6.36540 -0.432
O -2.92348 -4.35046 6.10414 -0.336
C -2.24247 -3.56788 5.21675 0.532
O -1.07625 -3.73769 4.90246 -0.578
O -3.03619 -2.57053 4.72812 -0.111
H -4.89413 -1.92486 5.38155 0.319
H -4.88212 -3.37969 4.35356 -0.156
H -4.05344 -3.10949 7.28126 0.281
H -4.95630 -4.43154 6.49995 0.334
C 5.20546 7.52427 3.49714 -0.429
C 4.43571 6.26353 3.72299 -0.344
O 4.88530 5.41688 2.68223 -0.206
C 6.11791 5.86855 2.30766 0.595
O 6.86929 5.27385 1.55304 -0.522
O 6.40007 7.07136 2.88826 -0.320
H 5.42185 8.05277 4.42961 0.321
H 4.69588 8.20810 2.81026 0.284
H 4.67097 5.79671 4.68529 0.290
H 3.35523 6.41832 3.65775 0.300
C -3.32496 6.43525 0.01091 -0.230
C -2.93281 7.79469 0.49169 -0.389
O -1.57348 7.63357 0.84998 -0.298
C -1.09908 6.56914 0.13893 0.666
O 0.07727 6.25345 0.07407 -0.542
O -2.11226 5.90519 -0.49044 -0.242
H -4.08487 6.47443 -0.77435 0.314
H -3.68340 5.79221 0.82153 0.192
H -3.00373 8.55303 -0.29520 0.271
H -3.52498 8.11868 1.35194 0.298
C -2.99828 -3.24128 -3.79612 -0.331
C -2.84299 -2.30882 -4.95344 -0.122
O -3.05600 -1.03484 -4.37575 -0.331
C -2.77223 -1.14983 -3.04537 0.496
O -2.68621 -0.20768 -2.27555 -0.484
O -2.59643 -2.45593 -2.68945 -0.151
H -2.36820 -4.13001 -3.88996 0.263
H -4.03690 -3.55512 -3.64828 0.285
H -1.83579 -2.33881 -5.38233 0.175
H -3.57221 -2.50275 -5.74483 0.214
C 10.36649 7.13626 3.09474 -0.225
C 10.37903 5.99585 2.12919 -0.134
O 11.52461 5.25847 2.51135 -0.250
C 11.77153 5.55869 3.81999 0.563
O 12.58209 4.97447 4.51954 -0.561
O 10.99269 6.59672 4.24353 -0.326
H 9.35276 7.47325 3.32804 0.185
H 10.95307 7.99049 2.74075 0.265
H 9.49661 5.35482 2.22778 0.135
H 10.46128 6.33020 1.09136 0.322
C -4.35257 -2.09612 -9.43384 -0.340
C -4.34003 -3.23654 -10.39939 -0.370
O -3.19445 -3.97391 -10.01724 -0.314
C -2.94753 -3.67370 -8.70859 0.595
O -2.13697 -4.25791 -8.00904 -0.520
O -3.72636 -2.63567 -8.28505 -0.216
H -5.36630 -1.75914 -9.20055 0.320
H -3.76599 -1.24190 -9.78783 0.264
H -5.22245 -3.87757 -10.30081 0.259
H -4.25777 -2.90219 -11.43723 0.310
C 0.43659 -5.84706 -6.01108 0.086
C 0.44912 -6.98748 -6.97663 -0.331
O 1.59470 -7.72485 -6.59448 -0.325
C 1.84163 -7.42464 -5.28584 0.590
O 2.65219 -8.00885 -4.58628 -0.546
O 1.06279 -6.38661 -4.86230 -0.283
H -0.57715 -5.51008 -5.77779 0.014
H 1.02317 -4.99284 -6.36508 0.225
H -0.43329 -7.62851 -6.87805 0.285
H 0.53138 -6.65313 -8.01447 0.287
C 12.94905 3.30942 -0.75137 -0.205
C 12.77724 1.86721 -0.39994 -0.325
O 11.37564 1.73055 -0.26225 -0.300
C 10.80539 2.73129 -0.99504 0.676
O 9.61294 2.81352 -1.23786 -0.582
O 11.74341 3.62685 -1.42116 -0.303
H 13.81072 3.47952 -1.40270 0.302
H 13.04027 3.94761 0.13376 0.177
H 13.12127 1.19892 -1.19639 0.269
H 13.28616 1.60225 0.53090 0.303
```



(7)
This record from the OMol25 dataset describes a structure of composition C35H43N8O2PdSi2. The level of theory is wB97M-V/def2-TZVPD.

Values from the calculation:
- HOMO energy: -9.36 eV
- Net charge: +1
- HOMO-LUMO gap: 0.261 Eh
- Energy relative to the best compared isomer or geometry (same formula, charge and spin): 0.990 eV
- F_max: 0.37 eV/Å

```
91
Properties=species:S:1:pos:R:3:mulliken_charge:R:1
Pd -1.05690 -0.86896 1.49679 -0.271
C 4.55830 1.08594 -0.91630 -0.905
N 3.64683 1.34706 0.21694 0.885
C 2.38067 1.00875 0.41465 -0.600
N 1.98502 1.58520 1.55188 0.459
C 3.06888 2.28055 2.00163 -0.329
N 4.09136 2.14488 1.21113 -1.287
C 3.86600 0.40705 -2.06437 0.719
C 4.33260 -0.80021 -2.57113 -0.739
C 3.65664 -1.42755 -3.60889 -0.805
C 2.47960 -0.89040 -4.10347 -0.632
C 2.01371 0.32173 -3.60226 -0.053
C 2.73291 0.98682 -2.61768 -0.149
C 0.70911 0.87399 -3.96837 0.537
N 0.29870 2.08442 -3.82605 -0.360
N -1.07373 2.06036 -4.04288 -0.576
C -1.37691 0.83938 -4.30469 0.676
O -0.28756 0.02260 -4.29945 -0.303
C -2.69407 0.19692 -4.33745 0.530
C -3.02473 -0.79779 -5.25265 -0.795
C -4.20996 -1.49401 -5.09599 -0.684
C -5.02812 -1.24730 -3.99858 -0.940
C -4.70064 -0.25757 -3.08224 0.595
C -5.51715 -0.04751 -1.83358 -0.662
N -4.68588 -0.15910 -0.63210 0.911
C -3.43330 -0.59987 -0.48170 -0.652
N -3.05787 -0.46329 0.77946 0.058
C -4.15800 0.07334 1.37164 -0.685
N -5.16061 0.27846 0.55179 -1.191
C -3.55059 0.49394 -3.28677 -0.558
H 5.39087 0.49739 -0.53674 0.384
H 4.93974 2.06527 -1.20511 0.338
H 1.75781 0.38695 -0.20669 0.900
H 3.06312 2.87214 2.89928 0.498
H 5.22347 -1.25380 -2.15379 0.397
H 4.03165 -2.35905 -4.01091 0.484
H 1.92142 -1.41015 -4.87067 0.540
H 2.35834 1.93852 -2.25799 0.698
H -2.35579 -1.02895 -6.07113 0.495
H -4.48397 -2.25985 -5.80856 0.421
H -5.91952 -1.84435 -3.84977 0.389
H -6.32230 -0.77831 -1.76871 0.374
H -5.96227 0.94704 -1.80575 0.321
H -2.83335 -1.00929 -1.27429 0.654
H -4.21359 0.31035 2.42139 0.523
H -3.26543 1.26830 -2.58413 0.648
C 0.66551 4.53353 1.16874 -1.132
Si -0.36839 2.97514 1.16089 -0.009
C -0.59326 2.37231 -0.59558 -0.584
C -2.01728 3.27329 1.96662 -0.916
C 0.61204 1.62217 2.10730 3.975
Si 0.55180 1.58427 4.01946 0.136
C -1.12296 0.87042 4.43737 -0.642
C 0.78932 3.28428 4.76269 -0.991
C 1.92626 0.45490 4.60130 -1.131
H 0.15844 5.30556 0.58533 0.427
H 1.64356 4.38550 0.70233 0.380
H 0.82027 4.93197 2.17345 0.292
H -1.36508 2.96273 -1.09823 0.586
H -0.91534 1.32434 -0.59682 0.084
H 0.30082 2.46653 -1.21608 0.049
H -2.49932 4.12448 1.47931 0.431
H -1.94754 3.49955 3.03172 0.302
H -2.67043 2.40978 1.84227 0.113
H 0.13794 0.63454 1.86176 -3.541
H -1.81315 1.00464 3.60091 -0.140
H -1.56280 1.32947 5.32440 0.468
H -1.04061 -0.20457 4.61202 0.316
H -0.02438 3.97051 4.52187 0.293
H 1.72294 3.76302 4.45978 0.341
H 0.82191 3.18602 5.85095 0.403
H 1.90027 -0.50605 4.08150 0.307
H 1.77935 0.25135 5.66521 0.429
H 2.92722 0.87671 4.49375 0.375
C -0.37876 -5.48339 2.82355 -1.506
C -0.06936 -4.15892 2.18373 0.789
O -0.70069 -3.16725 2.48619 -0.452
C 1.01456 -4.08971 1.15500 0.216
C 1.28147 -2.86928 0.54460 0.590
C 2.23783 -2.77566 -0.44969 0.264
C 2.95202 -3.90397 -0.83279 -0.441
C 2.70669 -5.12221 -0.21769 -1.004
C 1.73808 -5.21575 0.77006 -0.571
H -1.17720 -5.34856 3.54716 0.348
H 0.50408 -5.88764 3.32110 0.399
H -0.68936 -6.20593 2.06675 0.411
H 0.70608 -1.99561 0.85440 -0.267
H 2.41747 -1.83143 -0.94893 0.190
H 3.69692 -3.83626 -1.61577 0.371
H 3.26336 -6.00163 -0.51229 0.383
H 1.54520 -6.17321 1.23466 0.400
```



(8)
This record from the OMol25 dataset describes an isolated molecule of C5H5NO at a distorted geometry. The level of theory is wB97M-V/def2-TZVPD.

Values from the calculation:
- HOMO energy: -8.24 eV
- HOMO-LUMO gap: 0.337 Eh
- Energy relative to the best compared isomer or geometry (same formula, charge and spin): 4.585 eV
- F_max: 9.06 eV/Å

```
12
Properties=species:S:1:pos:R:3:nbo_charge:R:1
C 0.97076 -0.61456 -0.59280 0.007
N 0.21458 -1.56425 -0.16915 -0.524
C -1.14753 -1.15619 0.35390 -0.211
C -0.90180 0.17845 0.15593 0.264
C 0.40848 0.53385 -0.26894 -0.276
C 0.22525 1.90876 0.09121 -0.042
O -1.29000 1.48922 0.43981 -0.508
H 1.85744 -0.84556 -1.25980 0.211
H 0.48391 -2.64201 -0.13710 0.413
H -1.77560 -2.03605 0.87884 0.251
H 0.20612 2.71317 -0.61755 0.205
H 0.74838 2.03515 1.12567 0.210
```